No. 1
A structure of composition H16O8 in a non-equilibrium geometry, computed with ωB97M-V/def2-TZVPD.

Properties
ΔE to the lowest compared entry with this formula, charge and spin: 864.20 kJ/mol
Max |F|: 6.98 eV/A

Last column: Mulliken charge in e.
CARTESIAN COORDINATES (ANGSTROEM)
O  -0.942  2.766  0.996  -0.67
O  0.723  -0.066  0.380  -0.86
O  1.915  0.768  -2.514  -0.68
O  -1.172  0.262  1.331  -0.63
O  0.816  -2.390  0.175  -0.59
O  0.309  -0.391  -1.694  -0.72
O  1.995  -0.151  2.007  -0.77
O  -2.460  -0.980  -0.354  -0.72
H  -0.846  3.414  0.298  0.29
H  1.491  0.001  -2.128  0.52
H  0.670  -0.360  -0.529  0.30
H  1.138  -1.548  -0.146  0.43
H  1.195  1.368  -2.706  0.24
H  -0.216  0.389  -1.874  0.37
H  -1.764  1.001  1.476  0.33
H  1.544  -2.996  0.031  0.26
H  -0.187  0.092  0.634  0.36
H  -1.244  -0.263  2.127  0.26
H  1.322  -0.070  1.331  0.58
H  -1.824  -0.488  0.166  0.50
H  -0.198  -1.112  -2.066  0.28
H  1.596  -0.708  2.675  0.20
H  -0.579  1.961  0.628  0.42
H  -3.281  -0.500  -0.244  0.30


No. 2
A structure of composition C37H47Ge2IRhSb in a non-equilibrium geometry, computed with ωB97M-V/def2-TZVPD.

Properties
Energy: -169793.9385 eV
Total charge: +2
Max |F|: 2.01 eV/A

Last column: Mulliken charge in e.
CARTESIAN COORDINATES (ANGSTROEM)
I  3.124  1.013  0.207  -0.39
Sb  0.509  0.637  -2.052  2.67
Rh  1.120  -0.461  0.173  -0.59
Ge  -1.269  -0.521  0.822  -0.44
Ge  1.001  -0.203  2.967  0.12
C  -1.839  -2.296  5.367  -0.59
C  -4.088  -0.046  0.285  -1.34
C  1.336  -0.627  -3.547  0.98
C  1.218  2.638  -2.049  1.25
C  2.439  -1.500  2.668  -0.23
C  -1.851  -0.844  -2.992  -1.21
C  2.201  -1.710  -3.395  0.35
C  -1.491  0.488  -2.771  0.62
C  -0.574  -2.249  -0.039  -0.64
C  2.558  -2.375  3.930  -1.45
C  0.929  -0.210  -4.819  -0.82
C  2.658  -2.331  -4.560  -0.61
C  1.400  -0.838  -5.956  -0.87
C  -1.958  -2.709  6.683  -0.84
C  -1.989  -2.898  -0.123  -1.59
C  0.613  3.436  -1.081  -0.97
C  -3.630  1.164  -3.590  -0.68
C  1.053  2.126  4.812  -1.41
C  1.245  1.689  3.359  -0.20
C  1.018  4.746  -0.904  -1.05
C  2.037  5.250  -1.701  -0.75
C  0.096  -1.003  5.963  0.40
C  2.693  -2.263  -2.085  -1.14
C  -2.729  0.666  0.316  0.33
C  -0.025  -1.411  7.281  -1.08
C  3.000  2.273  -3.846  -1.26
C  -0.678  -0.978  3.599  0.25
C  -1.641  -0.954  2.665  0.02
C  2.279  -1.904  -5.820  -0.86
C  -0.815  -1.423  4.993  0.54
C  -3.999  -0.158  -3.777  -0.87
C  -2.377  1.526  -3.094  1.13
C  2.265  3.115  -2.839  0.44
C  2.648  4.442  -2.646  -0.78
C  -1.058  -2.264  7.643  -0.49
C  -3.100  -1.174  -3.488  -1.01
C  -2.070  2.992  -2.950  -1.38
H  3.352  -0.948  2.447  0.50
H  0.070  1.853  5.197  0.35
H  -2.753  -3.388  6.961  0.42
H  -2.508  -2.895  0.838  0.45
H  -2.695  1.393  1.133  0.68
H  -3.358  -2.209  -3.671  0.50
H  -2.667  -1.212  2.926  0.59
H  2.868  -3.335  -2.172  0.52
H  3.245  1.288  -3.446  0.20
H  -1.156  -2.591  8.669  0.42
H  0.684  -1.068  8.022  0.43
H  -2.619  -2.405  -0.861  0.20
H  0.547  5.366  -0.153  0.49
H  2.365  6.274  -1.577  0.43
H  3.634  -1.791  -1.796  0.35
H  -4.979  -0.392  -4.173  0.42
H  0.504  2.175  2.717  0.29
H  2.224  1.975  2.975  0.35
H  0.232  0.615  -4.931  0.52
H  -4.177  -0.695  -0.584  0.27
H  -1.132  -1.638  -2.825  0.63
H  2.232  -2.144  1.804  0.29
H  -1.056  3.234  -3.259  0.18
H  -4.268  -0.641  1.182  0.29
H  1.141  3.210  4.876  0.44
H  -4.884  0.697  0.227  0.44
H  -0.119  -2.289  -1.026  0.56
H  2.659  -2.413  -6.695  0.42
H  1.975  -2.128  -1.266  -0.25
H  -0.172  3.035  -0.447  0.54
H  -2.192  3.326  -1.917  0.30
H  -1.868  -3.940  -0.417  0.45
H  1.812  1.703  5.470  0.39
H  -4.325  1.953  -3.854  0.47
H  -2.534  -2.671  4.626  0.38
H  2.858  -1.790  4.798  0.37
H  2.411  2.127  -4.754  0.28
H  1.625  -2.886  4.168  0.37
H  0.031  -2.818  0.668  0.80
H  0.910  -0.337  5.695  0.20
H  -2.755  3.578  -3.560  0.53
H  3.322  -3.135  3.768  0.46
H  -2.543  1.190  -0.613  -0.44
H  3.327  -3.177  -4.463  0.48
H  3.455  4.841  -3.248  0.44
H  1.082  -0.502  -6.933  0.50
H  3.933  2.752  -4.135  0.53


No. 3
An isolated molecule of C20H44N4, computed with ωB97M-V/def2-TZVPD.

Properties
Structure (SMILES): CC[C@H](C)[C@@H](CN[C@H](CCCCNC)CNC)NCC1CCCC1
ΔE to the lowest compared entry with this formula, charge and spin: 5.84 kJ/mol
Max |F|: 0.54 eV/A

Last column: Mulliken charge in e.
CARTESIAN COORDINATES (ANGSTROEM)
N  0.946  -3.042  4.064  -0.39
N  1.036  0.274  -0.690  0.06
N  -4.200  -0.286  0.991  -0.15
N  -1.462  0.417  0.675  0.71
C  0.540  -1.875  3.303  -0.46
C  4.194  2.387  -1.117  -0.96
C  4.689  3.062  -2.409  -0.64
C  3.045  1.445  -1.526  0.76
C  1.413  -4.124  3.223  -0.89
C  -2.105  -0.637  -2.609  -1.41
C  -2.244  0.998  1.748  -0.63
C  0.111  -0.743  4.233  -0.93
C  3.929  2.373  -3.544  -0.75
C  -0.716  -0.772  -1.990  0.41
C  -1.929  0.203  3.023  -0.91
C  0.167  -2.780  -3.299  -1.50
C  1.940  1.390  -0.464  -1.05
C  -0.198  0.560  -1.405  -0.09
C  -5.575  -0.295  0.540  -1.03
C  -3.752  1.024  1.428  -1.31
C  -1.220  1.255  -0.481  -1.74
C  2.610  1.968  -2.896  -0.62
C  0.299  -1.288  -3.018  -0.31
C  -0.480  0.435  3.459  -0.12
H  1.679  -2.778  4.716  0.24
H  1.420  2.360  -0.438  0.24
H  0.765  -0.150  0.192  0.14
H  -2.126  0.188  -3.320  0.32
H  -1.931  -0.436  0.382  0.35
H  4.992  1.834  -0.623  0.37
H  0.124  0.606  2.566  -0.18
H  2.072  1.221  -3.475  0.12
H  -2.075  -0.857  2.813  0.31
H  -6.289  0.058  1.300  0.36
H  -2.613  0.489  3.824  0.38
H  1.973  2.847  -2.772  0.29
H  2.421  1.252  0.508  0.29
H  0.028  1.238  -2.234  0.61
H  1.344  -1.511  2.634  0.32
H  -5.662  0.353  -0.334  0.32
H  3.794  3.023  -4.408  0.41
H  -1.913  2.034  1.895  0.59
H  1.297  -1.092  -2.624  0.13
H  5.767  2.971  -2.530  0.31
H  -0.297  -2.177  2.668  0.28
H  -0.757  -1.498  -1.172  0.26
H  0.924  -3.097  -4.013  0.45
H  4.466  1.479  -3.868  0.30
H  -2.369  -1.548  -3.139  0.45
H  2.250  -3.840  2.566  0.31
H  4.445  4.125  -2.394  0.28
H  0.587  -4.458  2.594  0.30
H  -3.928  1.719  0.601  0.50
H  -5.846  -1.309  0.248  0.33
H  -2.127  1.516  -1.047  0.32
H  0.301  -3.351  -2.383  0.33
H  1.728  -4.954  3.853  0.34
H  -0.617  -1.129  4.948  0.26
H  3.829  3.136  -0.413  0.31
H  -2.865  -0.465  -1.851  0.16
H  3.431  0.429  -1.650  0.29
H  0.983  -0.406  4.799  0.50
H  -0.431  1.338  4.072  0.36
H  0.182  -0.730  -3.950  0.32
H  -0.809  -3.023  -3.714  0.32
H  -0.783  2.193  -0.120  0.31
H  -4.092  -0.948  1.754  0.19
H  -4.311  1.401  2.302  0.55


No. 4
An isolated molecule of C3H4N2S2 in a non-equilibrium geometry, computed with ωB97M-V/def2-TZVPD.

Properties
Structure (SMILES): N#CNC(=S)CS
ΔE to the lowest compared entry with this formula, charge and spin: 181.28 kJ/mol
Max |F|: 4.62 eV/A

Last column: Mulliken charge in e.
CARTESIAN COORDINATES (ANGSTROEM)
S  1.851  1.002  -0.505  -0.17
S  -1.106  1.316  1.900  -0.23
N  -0.642  -1.009  0.554  -0.20
N  0.241  -2.538  -1.101  -0.42
C  -0.213  -1.770  -0.397  0.36
C  -0.647  0.508  0.576  0.10
C  0.035  1.048  -0.669  -0.50
H  -0.231  2.105  -0.835  0.33
H  2.082  0.548  0.766  0.16
H  -0.135  0.297  -1.481  0.31
H  -1.236  -1.506  1.191  0.25